Entry 1:
Density functional theory data (the ωB97M-V functional and the def2-TZVPD basis) for an isolated molecule of C4H6N2O2 at a distorted geometry.

Element x y z (Å)
C (-1.78016, -0.04833, -0.77054)
C (1.25367, -0.40181, -0.39397)
C (-0.32204, 0.68776, 1.14090)
C (0.15836, -0.67877, 0.69182)
O (2.40834, -1.01670, -0.06882)
N (-1.17761, -0.48028, 0.46659)
N (0.46302, 1.45673, 1.69986)
O (1.09189, 0.14477, -1.46600)
H (2.94721, -1.00262, -0.88434)
H (0.40331, 2.44226, 1.43155)
H (0.47149, -1.33629, 1.49223)
H (-2.86678, -0.15215, -0.70113)
H (-1.60574, 1.01229, -0.99877)
H (-1.44496, -0.62685, -1.63937)

- SMILES = [H]/N=C1\[C@H](C(=O)O)N1C
- HOMO-LUMO gap (hartree) = 0.3291
- energy relative to the best compared isomer or geometry (same formula, charge and spin) (kJ/mol) = 483.41
- largest force on an atom (eV Å⁻¹) = 6.89
- HOMO level (eV) = -8.35
- lowest unoccupied orbital energy (eV) = 0.606

Table of natural (NBO) atomic charges, one value per atom, all in e:
1. C -0.4251
2. C 0.7786
3. C 0.4568
4. C -0.2732
5. O -0.6724
6. N -0.3058
7. N -0.6552
8. O -0.6082
9. H 0.4966
10. H 0.3600
11. H 0.2193
12. H 0.2037
13. H 0.2096
14. H 0.2153

Entry 2:
Density functional theory data (the ωB97M-V functional and the def2-TZVPD basis) for a structure of composition C32H45N7O4Ti.

Element x y z (Å)
Ti (0.47141, 0.69628, -0.02752)
C (1.15569, 3.00069, 4.05356)
N (0.91378, 1.55048, 4.05109)
C (0.93293, 0.90101, 5.37498)
C (0.65761, 0.89792, 2.95672)
O (0.64849, 1.46430, 1.81057)
C (0.36905, -0.58933, 2.93101)
O (-0.28193, -0.86741, 1.68970)
C (-1.71125, -0.86407, 1.77256)
C (-2.23740, 0.45018, 1.21984)
O (-1.44056, 1.13577, 0.49901)
N (-3.45377, 0.84588, 1.46690)
C (-3.95297, 2.14126, 0.97974)
C (-4.42379, 0.04932, 2.23677)
H (0.42844, 3.47107, 4.71425)
H (1.05941, 3.39748, 3.04951)
H (2.15556, 3.18933, 4.44097)
H (1.71014, 1.37583, 5.96914)
H (1.16406, -0.15691, 5.29546)
H (-0.02444, 1.04384, 5.87552)
H (-0.24497, -0.91122, 3.77016)
H (1.30206, -1.15548, 2.95099)
H (-2.02459, -1.02231, 2.80319)
H (-2.08388, -1.69884, 1.17803)
H (-3.12742, 2.82886, 0.83081)
H (-4.62908, 2.54197, 1.73150)
H (-4.50285, 2.00027, 0.04936)
H (-4.15161, -1.00185, 2.26534)
H (-5.39257, 0.13510, 1.74863)
H (-4.51072, 0.44014, 3.25034)
C (1.94113, 4.19717, -1.27019)
C (2.64008, 3.51456, -0.12543)
C (3.55986, 4.28625, 0.59346)
C (4.28544, 3.73275, 1.61892)
C (4.10899, 2.37929, 1.88248)
C (3.19515, 1.66684, 1.14053)
N (2.42196, 2.21692, 0.16047)
C (3.11954, 0.19513, 1.24666)
C (4.01143, -0.62354, 1.91956)
C (4.00972, -1.98413, 1.62750)
C (3.25921, -2.45810, 0.55681)
C (2.40775, -1.57858, -0.08660)
N (2.21108, -0.34179, 0.41439)
C (1.92875, -1.68598, -1.47756)
C (2.03186, -2.83109, -2.23027)
C (1.82029, -2.73023, -3.60495)
C (1.54701, -1.49352, -4.14303)
C (1.42608, -0.37056, -3.31363)
C (1.16184, 0.96377, -3.93764)
N (1.59019, -0.47424, -1.99101)
H (2.44800, 5.12844, -1.51252)
H (0.91212, 4.47828, -1.02652)
H (1.99290, 3.60998, -2.19559)
H (3.70552, 5.32050, 0.31320)
H (4.99988, 4.32089, 2.18002)
H (4.70380, 1.88979, 2.64004)
H (4.74997, -0.22172, 2.59773)
H (4.68952, -2.64827, 2.14644)
H (3.41552, -3.45926, 0.18066)
H (2.30863, -3.77343, -1.77831)
H (1.91425, -3.60142, -4.24076)
H (1.45032, -1.36487, -5.21306)
H (0.09177, 1.15872, -4.03179)
H (1.57574, 0.99041, -4.94402)
H (1.63768, 1.75574, -3.36490)
N (-0.69475, -0.70323, -0.98308)
C (-1.40546, -1.49340, -1.47977)
N (-2.19615, -2.33204, -2.02384)
C (-1.72162, -3.32347, -3.05491)
C (-2.90181, -4.16785, -3.50595)
C (-3.61416, -4.80673, -2.31686)
C (-4.07100, -3.75710, -1.27577)
C (-3.64716, -2.34871, -1.66206)
H (-0.96326, -3.94889, -2.58183)
H (-1.27456, -2.76886, -3.87879)
H (-2.51130, -4.93685, -4.17289)
H (-3.58811, -3.56692, -4.10549)
H (-2.94221, -5.52350, -1.84252)
H (-4.46764, -5.37786, -2.67515)
H (-3.66707, -4.00041, -0.29104)
H (-5.15662, -3.74926, -1.17595)
H (-3.79685, -1.63487, -0.85005)
H (-4.19614, -1.98289, -2.52956)
C (-1.26730, 2.48081, -1.96806)
O (-0.00335, 2.07852, -1.34610)
H (-1.02815, 3.00109, -2.89233)
H (-1.80191, 3.13286, -1.28452)
H (-1.83516, 1.57986, -2.17140)
H (0.70391, 2.69546, -1.60132)

- charge = +4
- HOMO-LUMO gap (hartree) = 0.2416
- energy relative to the best compared isomer or geometry (same formula, charge and spin) (kJ/mol) = 72.42
- largest force on an atom (eV Å⁻¹) = 0.33
- HOMO level (eV) = -19.24
- lowest unoccupied orbital energy (eV) = -12.664

Table of Löwdin atomic charges, one value per atom, all in e:
1. Ti 1.3141
2. C 0.0422
3. N -0.0697
4. C 0.0404
5. C -0.3288
6. O -0.1031
7. C -0.0386
8. O -0.1656
9. C -0.0496
10. C -0.3385
11. O -0.1066
12. N -0.0799
13. C 0.0400
14. C 0.0307
15. H 0.1221
16. H 0.0946
17. H 0.1134
18. H 0.1180
19. H 0.1015
20. H 0.1233
21. H 0.1481
22. H 0.1517
23. H 0.1477
24. H 0.1447
25. H 0.0934
26. H 0.1181
27. H 0.1196
28. H 0.0960
29. H 0.1195
30. H 0.1234
31. C 0.0072
32. C -0.2382
33. C 0.0341
34. C 0.0279
35. C 0.0312
36. C -0.2024
37. N 0.1192
38. C -0.1844
39. C 0.0485
40. C 0.0408
41. C 0.0595
42. C -0.1580
43. N 0.0179
44. C -0.2144
45. C 0.0291
46. C 0.0075
47. C 0.0250
48. C -0.2652
49. C 0.0131
50. N 0.1012
51. H 0.1188
52. H 0.1124
53. H 0.0938
54. H 0.1415
55. H 0.1447
56. H 0.1300
57. H 0.1341
58. H 0.1459
59. H 0.1387
60. H 0.1334
61. H 0.1419
62. H 0.1417
63. H 0.0922
64. H 0.1116
65. H 0.0687
66. N 0.1440
67. C -0.1382
68. N -0.0107
69. C -0.0886
70. C -0.1613
71. C -0.1519
72. C -0.1427
73. C -0.1022
74. H 0.1302
75. H 0.1248
76. H 0.1381
77. H 0.1287
78. H 0.1219
79. H 0.1283
80. H 0.1129
81. H 0.1304
82. H 0.1149
83. H 0.1411
84. C 0.0093
85. O -0.2500
86. H 0.1192
87. H 0.1013
88. H 0.0965
89. H 0.0329

HOMO level of number 1 (C4H6N2O2)?
-8.35 eV